# 1
The following is a DFT calculation (ωB97M-V/def2-TZVPD) of a molecular structure, C2HHoO3.

Structure (XYZ):
```
7
Properties=species:S:1:pos:R:3:forces:R:3:mulliken_spin:R:1
H 2.318 1.219 0.431 -0.1 -0.1 -0.6 0.00
O 1.873 -0.743 0.059 -1.6 -1.0 -1.3 0.00
O -2.582 -0.674 -0.087 1.5 -0.9 -0.5 0.00
O 0.329 0.863 -0.058 0.7 -2.5 -1.2 -0.01
C 1.573 0.484 0.084 -0.8 1.4 1.8 0.00
C -3.317 0.114 0.275 -1.0 0.8 0.4 0.00
Ho -0.193 -1.262 -0.704 1.2 2.2 1.3 4.02
```
Forces are in eV/Å.

HOMO-LUMO gap (spin up / spin down), eV: 9.59 / 9.88
Energy relative to the best compared isomer or geometry (same formula, charge and spin), kJ/mol: 0.0
E_LUMO (spin up / spin down), eV: -11.8 / -11.6
E_HOMO (spin up / spin down), eV: -21.43 / -21.45
2S+1: 5
Net charge: +2
Strongest force on any atom, eV/Å: 2.88

# 2
The following is a DFT calculation (ωB97M-V/def2-TZVPD) of 2 unconnected molecules or ions with the total composition C3H13N2O.

Structure (XYZ):
```
19
Properties=species:S:1:pos:R:3:forces:R:3:mulliken_charge:R:1
C -1.482 -0.673 -0.121 0.7 0.2 -1.1 -0.69
C -0.950 -0.218 1.265 -0.7 -0.4 -0.4 -0.50
C 0.249 0.703 1.306 0.8 0.3 -1.3 -0.53
N 0.230 1.739 0.181 -0.5 0.7 0.4 -0.29
N -0.464 -0.551 -1.222 -0.5 0.8 2.6 -0.55
H -2.357 -0.101 -0.434 0.1 0.1 0.2 0.40
H -1.798 -1.711 -0.108 -0.3 -0.1 0.5 0.39
H -1.798 0.223 1.769 -0.1 0.1 0.4 0.31
H -0.692 -1.131 1.794 0.2 0.1 0.4 0.33
H 0.381 1.317 2.189 -0.2 -0.4 0.4 0.41
H 1.166 0.156 1.091 0.0 -0.1 0.3 0.29
H -0.251 2.588 0.480 -0.2 -0.1 -0.1 0.36
H -0.226 1.328 -0.648 0.3 -0.5 -0.2 0.31
H 1.167 2.036 -0.085 0.1 -0.2 0.0 0.34
H -0.967 -0.489 -2.065 -0.3 -0.6 -1.4 0.18
H 0.172 -1.330 -1.125 0.1 0.2 -0.8 0.24
H 2.619 -0.667 -1.842 -0.3 0.4 -0.4 0.28
H 2.869 -1.901 -1.094 -0.4 -0.3 0.1 0.31
O 2.131 -1.318 -1.333 1.1 -0.3 0.3 -0.61
```
Forces are in eV/Å.

HOMO-LUMO gap, eV: 10.27
Energy relative to the best compared isomer or geometry (same formula, charge and spin), kJ/mol: 80.4
E_LUMO, eV: -3.3
E_HOMO, eV: -13.54
Net charge: +1
Strongest force on any atom, eV/Å: 2.77

# 3
The following is a DFT calculation (ωB97M-V/def2-TZVPD) of 11 unconnected molecules or ions with the total composition C48H125N7O15.

Structure (XYZ):
```
195
Properties=species:S:1:pos:R:3:forces:R:3:mulliken_spin:R:1
C 3.395 3.427 6.016 -1.1 -0.4 0.0 0.00
O 4.271 2.873 5.054 -0.5 0.5 1.2 0.00
C 5.527 3.578 5.030 -0.7 -2.1 -0.5 0.00
C 6.127 3.011 3.718 0.8 1.8 0.6 0.00
N 7.388 3.747 3.424 -0.6 -1.0 -0.6 0.00
C 7.058 4.910 2.627 0.3 1.2 1.0 0.00
C 8.229 5.494 1.893 -0.1 -1.0 -0.1 0.00
O 8.434 4.536 0.849 -0.1 0.9 -0.1 0.00
C 9.462 4.846 -0.071 0.3 -0.5 1.1 0.00
H 3.163 4.468 5.794 0.2 0.2 0.1 0.00
H 3.615 3.301 7.076 1.2 0.2 0.1 0.00
H 2.441 2.899 6.033 -0.2 -0.2 -0.8 0.00
H 6.140 3.221 5.858 0.1 0.2 0.2 0.00
H 5.313 4.636 5.176 0.4 0.2 -0.7 0.00
H 5.401 3.175 2.921 -0.2 -0.1 -0.1 0.00
H 6.254 1.935 3.843 0.3 0.1 0.1 0.00
H 8.012 3.190 2.857 0.0 -0.4 0.0 0.00
H 6.712 5.638 3.361 -0.4 0.4 -0.3 0.00
H 6.318 4.766 1.839 -0.5 -0.3 0.1 0.00
H 9.099 5.586 2.542 0.3 0.0 0.0 0.00
H 7.946 6.485 1.540 0.1 0.1 -0.4 0.00
H 9.353 4.097 -0.855 0.2 0.5 -0.3 0.00
H 10.408 4.691 0.449 0.4 -0.1 -0.2 0.00
H 9.480 5.896 -0.364 -0.5 0.0 -0.5 0.00
C 0.351 -6.009 3.853 1.1 0.3 0.4 0.00
O 0.021 -5.214 2.763 -0.2 0.9 -1.1 0.00
C -1.307 -4.753 2.784 -0.1 -0.8 0.2 0.00
C -1.514 -3.632 1.795 -1.5 1.1 -0.1 0.00
N -2.907 -3.064 1.937 -0.4 -1.1 -1.1 0.00
C -3.983 -3.881 1.317 -0.7 0.0 1.0 0.00
C -5.361 -3.179 1.485 1.1 -0.2 -1.5 0.00
O -5.361 -2.051 0.606 0.1 0.0 0.2 0.00
C -6.588 -1.266 0.605 2.6 -0.5 0.8 0.00
H 0.176 -5.462 4.780 -0.6 -0.4 0.3 0.00
H 1.438 -6.080 3.828 0.1 -0.5 -0.1 0.00
H -0.096 -7.001 3.796 -0.2 0.0 0.3 0.00
H -1.601 -4.466 3.793 0.2 0.6 0.2 0.00
H -1.959 -5.609 2.609 -0.3 -0.2 -0.5 0.00
H -1.369 -3.881 0.744 0.3 -0.6 0.0 0.00
H -0.861 -2.788 2.019 0.3 -0.1 0.1 0.00
H -3.003 -2.257 1.338 0.7 0.7 0.1 0.00
H -4.043 -4.862 1.787 0.0 0.0 0.2 0.00
H -3.867 -4.089 0.253 0.4 0.2 -0.3 0.00
H -5.503 -2.930 2.537 -0.4 0.1 0.0 0.00
H -6.109 -3.833 1.037 -0.3 -0.4 0.7 0.00
H -7.450 -1.929 0.673 -0.2 0.4 -0.4 0.00
H -6.421 -0.640 -0.272 -0.9 -0.1 -0.1 0.00
H -6.447 -0.647 1.490 -0.9 0.3 0.1 0.00
C -1.051 -0.342 -4.779 0.9 0.1 0.8 -0.01
O 0.286 -0.270 -4.237 0.6 -1.0 -2.2 0.07
C 1.326 -0.739 -5.184 -1.6 0.9 1.6 0.03
C 1.211 -2.267 -5.344 -1.0 1.3 0.2 0.07
N 0.179 -2.619 -6.356 3.2 -2.4 1.3 0.70
C -0.124 -4.047 -6.459 -2.2 0.2 -0.2 0.02
C -0.901 -4.278 -7.771 0.9 -1.3 -1.3 0.01
O -0.019 -4.100 -8.920 -0.2 0.4 1.4 0.00
C -0.184 -3.011 -9.781 0.2 1.1 -0.7 0.00
H -1.546 -1.272 -4.498 0.1 -0.2 0.2 0.03
H -1.086 -0.272 -5.866 0.1 0.5 0.0 -0.01
H -1.540 0.485 -4.264 -0.5 -0.1 -0.4 0.01
H 2.214 -0.337 -4.696 0.3 -0.8 -0.3 0.00
H 1.207 -0.274 -6.162 -0.1 0.3 -0.1 0.00
H 1.052 -2.706 -4.359 -0.5 -0.3 -0.2 -0.02
H 2.168 -2.668 -5.675 0.2 -0.1 -0.6 0.06
H 0.456 -2.409 -7.304 -0.2 1.4 -0.6 -0.02
H -0.699 -4.383 -5.596 -0.3 0.2 0.1 0.02
H 0.783 -4.646 -6.381 0.4 0.2 -0.4 0.04
H -1.871 -3.785 -7.834 0.3 0.7 0.0 0.00
H -1.147 -5.330 -7.920 -0.1 -0.2 0.8 0.00
H -1.128 -2.996 -10.325 0.0 -0.3 -0.1 0.00
H 0.675 -2.956 -10.449 -0.2 -0.8 -0.4 0.00
H -0.067 -2.009 -9.368 -0.4 0.2 1.0 0.00
C -1.155 8.021 -7.823 1.9 0.4 0.0 0.00
O -0.877 7.636 -6.510 1.1 -1.3 2.4 0.00
C 0.074 6.544 -6.185 -1.8 -0.6 -1.4 0.00
C -0.509 5.135 -6.636 1.3 1.7 -0.6 0.00
N 0.442 4.079 -6.258 -0.6 0.8 0.2 0.00
C -0.275 3.038 -5.617 0.8 -2.1 0.9 0.00
C -0.627 3.337 -4.141 0.0 0.4 -0.5 0.00
O 0.548 3.877 -3.418 -1.9 -1.5 -1.5 0.00
C 1.430 2.805 -3.066 0.7 1.1 1.1 0.00
H -1.739 8.941 -7.808 -1.1 -0.7 0.2 0.00
H -1.472 7.160 -8.412 -0.4 0.5 -0.4 0.00
H -0.245 8.479 -8.211 0.5 -0.5 -0.8 0.00
H 0.263 6.498 -5.112 -0.9 0.4 0.3 0.00
H 1.104 6.621 -6.535 -0.1 0.6 -1.0 0.00
H -0.577 5.000 -7.716 -0.1 0.8 -0.3 0.00
H -1.541 5.063 -6.292 0.1 -0.3 0.7 0.00
H 1.085 4.434 -5.565 0.3 0.2 0.1 0.00
H 0.367 2.157 -5.633 0.2 -0.3 0.1 0.00
H -1.105 2.727 -6.251 -0.5 0.2 0.3 0.00
H -1.090 2.507 -3.609 0.6 -0.5 0.1 0.00
H -1.496 3.991 -4.223 0.6 1.1 0.7 0.00
H 2.315 3.343 -2.726 0.1 -0.2 0.1 0.00
H 1.791 2.097 -3.813 -0.6 0.2 -0.6 0.00
H 1.045 2.249 -2.211 -0.1 -0.1 -0.1 0.00
C 2.238 -4.086 7.895 -0.9 0.5 0.0 0.00
C 0.910 -3.266 7.744 1.7 0.5 -1.7 0.00
C 1.318 -1.771 7.662 0.8 0.3 0.6 0.00
O 2.386 -1.494 6.735 -0.8 -1.6 -1.1 0.00
C 2.527 -0.205 6.200 -0.3 0.4 0.7 0.00
N 0.149 -3.651 6.530 -0.1 -0.8 0.3 0.00
H 2.852 -3.933 7.007 0.0 -0.3 0.1 0.00
H 2.060 -5.135 8.135 -0.1 0.0 -0.4 0.00
H 2.767 -3.683 8.758 0.1 0.1 -0.1 0.00
H 0.390 -3.441 8.686 -0.7 0.2 -0.3 0.00
H 1.766 -1.518 8.623 -0.4 0.3 0.5 0.00
H 0.437 -1.162 7.459 0.0 0.2 -0.1 0.00
H 2.696 0.441 7.062 0.5 0.6 -0.3 0.00
H 1.697 0.231 5.645 -0.8 -0.5 0.1 0.00
H 3.318 -0.179 5.450 0.5 -0.2 0.5 0.00
H 0.677 -3.603 5.671 0.9 0.0 0.3 0.00
H -0.645 -3.079 6.281 -0.3 0.4 0.7 0.00
C 1.264 2.002 2.956 0.7 -0.1 0.4 0.00
C 0.030 1.364 2.350 -0.6 0.2 0.7 0.00
C -0.095 1.581 0.814 1.5 0.7 -0.7 0.00
O -0.951 0.691 0.182 -1.7 -1.9 -1.3 0.00
C -0.784 0.524 -1.278 0.6 0.4 2.2 0.00
N -0.086 -0.082 2.603 0.6 0.5 -1.3 0.00
H 2.207 1.669 2.524 0.0 0.5 -0.8 0.00
H 1.497 1.728 3.985 -0.9 -0.4 0.3 0.00
H 1.118 3.079 3.042 0.5 0.1 -0.6 0.00
H -0.789 1.907 2.822 -0.5 -0.1 -0.1 0.00
H 0.883 1.435 0.356 0.6 0.1 0.2 0.00
H -0.412 2.579 0.512 0.1 0.5 0.6 0.00
H -1.441 -0.255 -1.664 -0.4 0.3 0.4 0.00
H 0.231 0.161 -1.439 0.2 0.3 -0.2 0.00
H -0.954 1.502 -1.729 0.0 -0.2 -0.3 0.00
H -0.639 -0.368 3.399 0.0 0.1 0.2 0.00
H -0.589 -0.292 1.753 -0.7 -1.3 0.1 0.00
C -4.560 -0.274 4.156 -1.1 1.4 -0.9 0.00
C -3.032 -0.059 4.119 -1.3 0.0 -0.8 0.00
C -2.358 1.096 4.926 -0.9 -1.2 -0.2 0.00
O -2.768 1.230 6.292 -0.3 1.3 -3.3 0.00
C -2.433 0.297 7.217 0.0 -0.7 1.7 0.00
N -2.496 -1.384 4.312 0.8 -0.7 2.0 0.00
H -5.056 -0.668 5.043 0.7 -0.5 0.2 0.00
H -4.781 -0.857 3.262 0.1 -0.8 0.3 0.00
H -5.232 0.552 3.926 0.5 1.0 0.2 0.00
H -2.844 0.047 3.051 0.2 1.3 -0.1 0.00
H -2.627 2.027 4.428 0.0 0.1 0.2 0.00
H -1.294 0.902 4.785 0.3 0.3 0.5 0.00
H -3.221 0.491 7.944 0.4 -0.6 0.7 0.00
H -1.453 0.496 7.651 0.2 0.0 0.2 0.00
H -2.455 -0.759 6.948 -0.2 0.0 -0.5 0.00
H -2.638 -1.986 3.513 -0.1 0.1 -0.6 0.00
H -3.187 -1.768 4.941 0.5 -0.8 0.7 0.00
C -4.615 2.233 -1.837 -0.9 1.4 -0.3 0.00
C -5.455 3.562 -1.917 1.1 -0.2 -1.1 0.00
C -4.843 4.602 -2.880 0.6 -0.6 0.7 0.00
O -6.802 3.289 -2.346 0.4 0.1 1.2 0.00
H -5.099 1.513 -1.178 0.0 0.0 -0.1 0.00
H -3.603 2.424 -1.480 0.0 0.0 0.0 0.00
H -4.597 1.888 -2.871 0.2 -0.5 0.0 0.00
H -5.370 4.080 -0.962 -1.1 -0.4 0.3 0.00
H -4.585 4.165 -3.844 -0.5 0.1 -0.4 0.00
H -3.875 4.923 -2.493 0.1 0.1 0.2 0.00
H -5.489 5.480 -2.902 0.0 -0.2 -0.4 0.00
H -6.780 2.990 -3.258 0.2 0.0 -0.1 0.00
C 2.985 -3.447 -2.581 -0.7 -0.8 1.0 0.00
C 2.139 -2.579 -1.567 2.4 -1.3 -1.2 0.00
C 1.452 -3.495 -0.530 -0.5 1.4 0.9 0.00
O 3.131 -1.639 -1.087 -1.2 -1.2 -0.7 0.00
H 2.345 -3.998 -3.270 -0.2 0.6 -0.9 0.00
H 3.399 -4.359 -2.148 0.5 0.4 0.9 0.00
H 3.819 -2.868 -2.979 -0.4 0.0 -0.4 0.00
H 1.449 -2.052 -2.226 -0.7 0.3 0.4 0.00
H 2.106 -4.102 0.096 0.3 -0.4 -0.8 0.00
H 0.567 -4.029 -0.876 0.5 -0.5 -0.7 0.00
H 0.984 -2.926 0.274 0.0 0.7 -0.1 0.00
H 2.863 -1.455 -0.184 -0.2 0.7 0.8 0.00
C -5.824 -3.152 -2.705 1.6 -0.1 0.6 0.00
C -5.494 -2.024 -3.674 -0.7 -0.5 1.2 0.00
C -4.024 -1.776 -3.999 -1.0 -0.9 0.8 0.00
O -6.228 -2.286 -4.821 -0.6 0.5 -1.7 0.00
H -6.803 -3.049 -2.237 -0.1 0.0 -0.3 0.00
H -5.096 -3.088 -1.896 -0.1 -0.2 0.4 0.00
H -5.703 -4.125 -3.182 -0.2 0.0 0.0 0.00
H -5.944 -1.172 -3.164 0.5 0.8 -0.1 0.00
H -3.561 -1.717 -3.014 0.5 0.7 -0.1 0.00
H -3.947 -0.910 -4.657 0.3 0.0 0.3 0.00
H -3.577 -2.662 -4.450 -0.1 -0.1 -0.4 0.00
H -7.085 -1.883 -4.658 -0.2 -0.2 -0.5 0.00
C 2.343 -2.834 2.880 1.7 0.1 0.1 0.00
C 3.112 -1.584 2.302 -2.7 -1.9 1.1 0.00
C 4.473 -1.967 1.807 0.3 0.7 0.2 0.00
O 2.257 -1.039 1.314 1.4 0.6 -1.6 0.00
H 1.478 -2.497 3.450 0.1 -0.2 0.1 0.00
H 3.102 -3.349 3.468 -0.3 0.1 1.0 0.00
H 2.080 -3.651 2.208 -0.3 0.6 -0.6 0.00
H 3.134 -0.918 3.165 0.4 0.4 -0.1 0.00
H 4.447 -2.888 1.224 0.1 0.1 -0.1 0.00
H 5.097 -2.081 2.694 0.0 -0.4 0.0 0.00
H 4.947 -1.149 1.265 -0.1 -0.1 -0.4 0.00
H 1.361 -0.863 1.610 -0.4 0.1 1.1 0.00
```
Forces are in eV/Å.

HOMO-LUMO gap (spin up / spin down), eV: 7.64 / 2.14
E_LUMO (spin up / spin down), eV: -2.5 / -8.0
E_HOMO (spin up / spin down), eV: -10.12 / -10.12
2S+1: 2
Net charge: +1
Strongest force on any atom, eV/Å: 4.17